# 1
Below is a structure of composition C25H22BrMgN4O2S4Sb at a distorted geometry, with properties calculated with ωB97M-V/def2-TZVPD.

Computed properties:
total energy	-161708.45162	eV
F_max	0.0783	hartree/bohr
energy above the lowest of the compared OMol25 structures with the same formula, charge and spin	1.645	eV
HOMO-LUMO gap	4.20	eV

```
! RIJCOSX wB97M-V def2-TZVPD def2/J DEFGRID3
* xyz -2 1
Mg -0.26871 0.68595 -0.57148
C -1.43141 1.01338 2.24981
N -0.85228 -0.13239 1.48714
C -1.88876 -1.17043 1.20784
C -2.82170 -0.86259 0.07090
C -3.85733 -1.70896 -0.18087
C -4.73820 -1.47630 -1.26977
C -4.53565 -0.36786 -2.09631
C -3.38118 0.33231 -1.88588
N -2.53872 0.07362 -0.84952
C 0.39944 -0.69929 2.07850
C 1.60248 0.24211 1.88675
C 2.66350 0.32870 2.80081
C 3.83423 1.03905 2.57015
C 3.81854 1.86904 1.46663
C 2.63039 1.92134 0.56564
N 1.63287 0.89846 0.70950
C -0.96405 2.33008 1.69844
C -0.87001 3.37371 2.53856
C -0.92610 4.70580 2.08470
C -1.04137 4.90546 0.67452
C -1.07914 3.77257 -0.12695
N -1.03924 2.54330 0.35167
H -1.23285 0.97292 3.33751
H -2.53585 0.84994 2.14419
H -2.62680 -1.33156 2.07455
H -1.37859 -2.10352 0.94179
H -3.93163 -2.62559 0.37070
H -5.51012 -2.19925 -1.52285
H -5.21528 -0.06638 -2.89578
H -3.07725 1.16492 -2.47301
H 0.50617 -1.61087 1.47699
H 0.27094 -0.97289 3.15326
H 2.49976 -0.19442 3.75124
H 4.68538 1.00048 3.22244
H 4.63409 2.55144 1.18760
H 2.03027 2.86768 0.56936
H -0.95440 3.17623 3.63911
H -1.07262 5.57493 2.80773
H -1.04394 5.94784 0.29146
H -1.07951 3.82680 -1.21814
S 2.77282 3.93176 -4.47328
Sb 1.96018 3.31663 -2.46034
S 3.53213 1.97889 -1.14855
S -0.01523 1.98699 -2.79932
S 1.20986 4.87111 -0.89074
Br 0.52145 -7.29393 -1.33996
C 1.31318 -5.62570 -1.72693
C 2.71377 -5.49478 -1.91145
C 3.23362 -4.23995 -2.13052
C 2.43311 -3.10753 -2.05540
C 1.05596 -3.29249 -1.90407
C 0.48779 -4.56694 -1.80979
C 0.10471 -2.15376 -1.78126
O -1.08008 -2.34596 -2.18852
O 0.54375 -1.07005 -1.23157
H 3.33792 -6.40397 -2.13276
H 4.28221 -4.16215 -2.33986
H 2.87474 -2.11209 -2.22149
H -0.59727 -4.66182 -1.77307
*
```

Charges obtained by natural (NBO) population analysis, quoted in units of e: number 1, Mg, carries 1.740; number 2, C, carries -0.243; number 3, N, carries -0.516; number 4, C, carries -0.248; number 5, C, carries 0.221; number 6, C, carries -0.247; number 7, C, carries -0.151; number 8, C, carries -0.272; number 9, C, carries 0.076; number 10, N, carries -0.489; number 11, C, carries -0.243; number 12, C, carries 0.231; number 13, C, carries -0.475; number 14, C, carries -0.214; number 15, C, carries -0.291; number 16, C, carries -0.131; number 17, N, carries -0.735; number 18, C, carries 0.186; number 19, C, carries -0.266; number 20, C, carries -0.193; number 21, C, carries -0.222; number 22, C, carries 0.089; number 23, N, carries -0.597; number 24, H, carries 0.196; number 25, H, carries 0.199; number 26, H, carries 0.179; number 27, H, carries 0.242; number 28, H, carries 0.205; number 29, H, carries 0.204; number 30, H, carries 0.215; number 31, H, carries 0.227; number 32, H, carries 0.218; number 33, H, carries 0.173; number 34, H, carries 0.173; number 35, H, carries 0.190; number 36, H, carries 0.208; number 37, H, carries 0.214; number 38, H, carries 0.192; number 39, H, carries 0.202; number 40, H, carries 0.235; number 41, H, carries 0.271; number 42, S, carries -0.884; number 43, Sb, carries 1.401; number 44, S, carries -0.322; number 45, S, carries -1.083; number 46, S, carries -0.914; number 47, Br, carries 0.000; number 48, C, carries -0.080; number 49, C, carries -0.260; number 50, C, carries -0.211; number 51, C, carries -0.167; number 52, C, carries -0.097; number 53, C, carries -0.238; number 54, C, carries 0.761; number 55, O, carries -0.735; number 56, O, carries -0.851; number 57, H, carries 0.212; number 58, H, carries 0.207; number 59, H, carries 0.258; number 60, H, carries 0.252

***

# 2
Below is a cluster of 2 separate species, C5H6BrNO2 in total at a distorted geometry, with properties calculated with ωB97M-V/def2-TZVPD.

Computed properties:
structure (SMILES)	C=C=[N+]([O-])O.CC#CBr
total energy	-80901.64018	eV
F_max	0.0680	hartree/bohr
energy above the lowest of the compared OMol25 structures with the same formula, charge and spin	6.275	eV
HOMO-LUMO gap	9.68	eV

```
! RIJCOSX wB97M-V def2-TZVPD def2/J DEFGRID3
* xyz 0 1
C -0.38452 1.38396 1.71345
C -0.03594 -1.79038 0.00828
C -0.60027 1.51759 0.46350
C -1.19610 -1.69741 0.38117
C 1.34230 -1.93115 -0.37427
N -0.38160 1.78163 -0.75445
O -0.85789 2.68942 -1.48540
O 0.54850 1.10587 -1.49722
Br -2.94928 -1.74117 0.70190
H -1.09103 0.71756 2.27145
H 0.22192 2.09051 2.21551
H 0.46858 1.72704 -2.24953
H 1.16257 -2.18773 -1.49848
H 1.88711 -1.03027 -0.07002
H 1.86566 -2.63547 0.17412
*
```

Charges obtained by natural (NBO) population analysis, quoted in units of e: number 1, C, carries -0.412; number 2, C, carries 0.008; number 3, C, carries 0.220; number 4, C, carries -0.246; number 5, C, carries -0.688; number 6, N, carries 0.305; number 7, O, carries -0.550; number 8, O, carries -0.523; number 9, Br, carries 0.190; number 10, H, carries 0.235; number 11, H, carries 0.226; number 12, H, carries 0.498; number 13, H, carries 0.255; number 14, H, carries 0.248; number 15, H, carries 0.236

***

# 3
Below is a structure of composition C38H76Co2N4O10 at a distorted geometry, with properties calculated with ωB97M-V/def2-TZVPD.

Computed properties:
total energy	-142322.07459	eV
F_max	0.1710	hartree/bohr
HOMO-LUMO gap (spin up / spin down)	8.02 / 8.01	eV

```
! RIJCOSX wB97M-V def2-TZVPD def2/J DEFGRID3
* xyz 0 7
Co 1.01013 1.55228 -0.87543
Co -0.93603 -1.04635 -1.28554
C 0.41707 -0.27434 0.82279
O 0.78344 0.93399 1.11375
O -0.79774 -0.68969 0.77611
O 0.96124 -0.55875 -0.36058
C -0.31286 0.79610 -3.01955
O 0.85814 1.35944 -3.01303
O -0.45600 -0.47284 -3.21259
O -0.87925 1.10086 -1.86347
C -0.17154 -4.32850 -0.07774
C -1.68376 -4.15023 -0.09018
C -2.11415 -3.94017 1.36553
C -3.57306 -3.56732 1.58811
C -3.82984 -2.33772 0.73279
C -3.53175 -2.51770 -0.75181
N -2.08788 -2.91615 -0.81564
O -1.61010 -3.00784 -2.15398
C -4.50569 -3.51820 -1.39301
C -3.73277 -1.15999 -1.41893
C -2.32579 -5.44273 -0.65786
H 0.24047 -4.11833 -1.06928
H 0.27506 -5.28589 0.18944
H 0.27551 -3.63565 0.64027
H -1.81417 -4.82174 1.94490
H -1.50742 -3.16354 1.84083
H -3.66342 -3.31830 2.65064
H -4.26846 -4.40919 1.51116
H -3.20013 -1.56466 1.18537
H -4.85140 -1.97794 0.89209
H -5.24853 -2.93044 -1.94992
H -4.04534 -4.14076 -2.15359
H -5.22045 -4.07006 -0.78110
H -3.68736 -1.21042 -2.50962
H -4.72828 -0.77944 -1.18998
H -3.02664 -0.38084 -1.10388
H -2.43135 -5.36618 -1.74337
H -3.27273 -5.70917 -0.19672
H -1.65791 -6.29775 -0.56136
H -1.83266 -3.89154 -2.48277
C -0.20594 4.08245 -0.85853
C 1.06804 4.55279 -0.15319
C 0.65286 4.89309 1.28515
C 1.80248 5.00896 2.28115
C 2.59652 3.70626 2.21615
C 3.20076 3.45598 0.82659
N 2.07452 3.48251 -0.12758
O 2.53032 3.14968 -1.45357
C 4.30736 4.49345 0.53829
C 3.81299 2.05211 0.85539
C 1.56882 5.82845 -0.84926
H -0.03988 3.80382 -1.90181
H -0.86424 4.94918 -0.98273
H -0.76331 3.36082 -0.26121
H 0.10110 5.83375 1.26092
H 0.00881 4.10807 1.69049
H 1.42768 5.13784 3.29920
H 2.44672 5.87972 2.12945
H 1.92709 2.87079 2.44518
H 3.35864 3.68265 2.99850
H 5.29324 4.11015 0.79428
H 4.38991 4.55811 -0.55477
H 4.15728 5.48984 0.94063
H 4.81655 1.99146 1.27177
H 3.20646 1.38240 1.46666
H 3.81564 1.62724 -0.14992
H 2.51877 6.09842 -0.36730
H 1.02801 6.73957 -0.59013
H 1.75295 5.77761 -1.92147
H 2.91856 3.98717 -1.75051
C 4.01091 -1.00807 -1.58118
C 3.89253 -1.79765 -2.88033
C 4.21396 -0.81421 -4.01529
C 4.54336 -1.43279 -5.37161
C 5.57692 -2.53987 -5.22728
C 5.34002 -3.51929 -4.08871
N 4.93430 -2.81486 -2.86746
O 4.79567 -3.71519 -1.78517
C 4.26285 -4.55124 -4.53253
C 6.62451 -4.30091 -3.79131
C 2.45323 -2.30513 -3.01684
H 3.31056 -0.17288 -1.51154
H 5.01473 -0.63749 -1.37373
H 3.65782 -1.65736 -0.77422
H 3.35476 -0.14638 -4.12823
H 5.05624 -0.18472 -3.70440
H 4.89304 -0.69145 -6.08875
H 3.57489 -1.81283 -5.71214
H 6.63043 -2.24190 -5.20788
H 5.50547 -3.06033 -6.19237
H 3.81827 -5.02353 -3.65555
H 3.43158 -4.02069 -4.99952
H 4.71334 -5.27991 -5.20395
H 6.55803 -5.25113 -3.27422
H 7.10083 -4.41617 -4.77211
H 7.33537 -3.62743 -3.29767
H 1.74458 -1.59634 -2.58376
H 2.32934 -3.19188 -2.38930
H 2.10499 -2.40129 -4.04446
H 5.62781 -3.59827 -1.31784
C -2.32466 0.20377 3.73502
C -2.65991 1.68823 3.81111
C -2.81499 2.29453 2.42675
C -4.17487 1.96318 1.79671
C -5.33471 2.39406 2.68090
C -5.24084 1.89842 4.13076
N -3.86091 1.91997 4.60887
O -3.76945 1.67964 5.98251
C -6.14567 2.79611 4.97872
C -5.77927 0.44315 4.24717
C -1.51701 2.42549 4.53447
H -2.33318 -0.24446 4.73682
H -3.08184 -0.39764 3.22798
H -1.34166 -0.01400 3.31756
H -2.57897 3.36365 2.46597
H -2.05557 1.89113 1.74793
H -4.14606 2.60283 0.90834
H -4.16094 0.91359 1.49704
H -6.27419 2.06231 2.23906
H -5.28609 3.48763 2.67466
H -7.10632 2.79174 4.44960
H -5.77786 3.82065 4.99755
H -6.38765 2.37915 5.95371
H -5.06583 -0.35031 4.05021
H -6.66039 0.33199 3.60628
H -6.15518 0.32212 5.26543
H -1.15718 1.83715 5.37902
H -0.68689 2.49881 3.82161
H -1.73820 3.44738 4.84321
H -3.51937 2.52437 6.37371
*
```

These are the Löwdin partial charges, in e, on atoms 1 to 99: number 1, Co, carries 0.887; number 2, Co, carries 0.853; number 3, C, carries -0.680; number 4, O, carries -0.106; number 5, O, carries -0.089; number 6, O, carries -0.180; number 7, C, carries -0.693; number 8, O, carries -0.102; number 9, O, carries -0.097; number 10, O, carries -0.188; number 11, C, carries -0.020; number 12, C, carries -0.476; number 13, C, carries -0.142; number 14, C, carries -0.170; number 15, C, carries -0.143; number 16, C, carries -0.471; number 17, N, carries -0.100; number 18, O, carries -0.038; number 19, C, carries -0.015; number 20, C, carries -0.025; number 21, C, carries -0.008; number 22, H, carries 0.081; number 23, H, carries 0.093; number 24, H, carries 0.089; number 25, H, carries 0.133; number 26, H, carries 0.115; number 27, H, carries 0.115; number 28, H, carries 0.107; number 29, H, carries 0.100; number 30, H, carries 0.131; number 31, H, carries 0.086; number 32, H, carries 0.072; number 33, H, carries 0.092; number 34, H, carries 0.100; number 35, H, carries 0.101; number 36, H, carries 0.071; number 37, H, carries 0.067; number 38, H, carries 0.084; number 39, H, carries 0.089; number 40, H, carries 0.098; number 41, C, carries -0.030; number 42, C, carries -0.497; number 43, C, carries -0.123; number 44, C, carries -0.168; number 45, C, carries -0.132; number 46, C, carries -0.482; number 47, N, carries -0.098; number 48, O, carries -0.031; number 49, C, carries -0.012; number 50, C, carries -0.019; number 51, C, carries -0.017; number 52, H, carries 0.089; number 53, H, carries 0.103; number 54, H, carries 0.081; number 55, H, carries 0.125; number 56, H, carries 0.112; number 57, H, carries 0.114; number 58, H, carries 0.102; number 59, H, carries 0.108; number 60, H, carries 0.132; number 61, H, carries 0.084; number 62, H, carries 0.080; number 63, H, carries 0.071; number 64, H, carries 0.091; number 65, H, carries 0.077; number 66, H, carries 0.067; number 67, H, carries 0.071; number 68, H, carries 0.095; number 69, H, carries 0.092; number 70, H, carries 0.098; number 71, C, carries -0.043; number 72, C, carries -0.508; number 73, C, carries -0.134; number 74, C, carries -0.169; number 75, C, carries -0.148; number 76, C, carries -0.516; number 77, N, carries -0.109; number 78, O, carries -0.018; number 79, C, carries -0.026; number 80, C, carries -0.045; number 81, C, carries -0.013; number 82, H, carries 0.055; number 83, H, carries 0.088; number 84, H, carries 0.085; number 85, H, carries 0.123; number 86, H, carries 0.118; number 87, H, carries 0.112; number 88, H, carries 0.104; number 89, H, carries 0.117; number 90, H, carries 0.120; number 91, H, carries 0.077; number 92, H, carries 0.066; number 93, H, carries 0.081; number 94, H, carries 0.081; number 95, H, carries 0.081; number 96, H, carries 0.087; number 97, H, carries 0.053; number 98, H, carries 0.082; number 99, H, carries 0.083